Here is a single C6H6O molecule from OMol25. Energies are from the ωB97M-V functional and the def2-TZVPD basis.

XYZ file:
```
13
Properties=species:S:1:pos:R:3:forces:R:3
O -1.430279 -1.072849 1.409255 0.224 -0.137 0.075
C -1.259870 -0.487553 0.135736 0.026 0.131 -0.260
C -0.534145 0.886465 0.201684 -0.153 0.197 0.099
C 0.910255 0.931183 -0.007240 0.422 0.706 0.347
C 2.040650 1.338708 -0.044693 -0.345 -0.042 0.144
C -0.423736 -1.300465 -0.759614 0.665 0.104 -0.185
C 0.639211 -1.517164 -1.287012 -0.508 -0.308 -0.034
H -0.596762 -1.498007 1.649927 -0.105 0.051 0.039
H -2.273498 -0.322565 -0.241798 0.196 -0.078 -0.012
H -0.681058 1.303928 1.200148 -0.367 0.014 -0.048
H -0.961182 1.581467 -0.528926 -0.163 -0.159 0.102
H 2.984581 1.819201 0.024745 0.229 -0.250 -0.186
H 1.585835 -1.662349 -1.752213 -0.120 -0.229 -0.080
```
Positions in Å, forces in eV/Å.

Total energy, eV: -8362.053
HOMO energy, eV: -9.895
Gap between HOMO and LUMO, eV: 10.796
Charge: 0
SMILES: C#CC[C@H](O)C#C

=====

Here is a single C6H9N molecule in a non-equilibrium geometry from OMol25. Energies are from the ωB97M-V functional and the def2-TZVPD basis.

XYZ file:
```
16
Properties=species:S:1:pos:R:3:forces:R:3
C 1.767009 -0.810036 -0.277219 1.565 0.524 -1.653
C 0.443584 -0.177267 -0.314444 0.091 -0.145 0.212
C -0.554969 0.228324 0.548972 0.404 -0.556 -0.256
C -0.545107 0.159379 2.049593 0.029 -0.094 -0.001
C -1.621570 0.646537 -0.293194 0.360 0.170 -0.647
C -1.186211 0.547493 -1.609287 0.110 0.381 -0.342
N 0.114144 0.041948 -1.615150 1.079 -0.008 0.086
H 2.299400 -0.630159 0.673435 0.399 0.098 -0.907
H 2.236103 -0.398172 -1.392970 0.399 -0.741 3.606
H 1.801473 -1.866995 -0.540623 -0.408 -0.257 0.571
H -1.232541 0.889942 2.493314 0.139 -0.119 -0.169
H 0.457144 0.365659 2.444019 -0.172 -0.046 -0.037
H -0.845673 -0.831316 2.407943 0.027 0.111 0.020
H -2.576475 1.041506 0.063616 0.372 -0.181 -0.396
H -1.677251 0.897810 -2.500974 0.048 -0.133 -0.081
H 1.120938 -0.104652 -2.137032 -4.442 0.995 -0.005
```
Positions in Å, forces in eV/Å.

Total energy, eV: -7856.094
HOMO energy, eV: -7.717
Gap between HOMO and LUMO, eV: 8.602
Charge: 0
SMILES: Cc1cc[nH]c1C

=====

Here is a single C17H31F3O molecule from OMol25. Energies are from the ωB97M-V functional and the def2-TZVPD basis.

XYZ file:
```
52
Properties=species:S:1:pos:R:3:forces:R:3
C -3.830238 -3.530513 6.526219 0.158 0.192 0.106
H -4.865225 -3.770318 6.761084 -0.125 -0.079 -0.009
C -3.477570 -2.137356 7.033909 -0.205 0.017 -0.019
C -4.432398 -1.051977 6.533520 0.083 -0.092 -0.099
C -4.468321 -0.871016 5.015086 0.206 0.118 0.255
C -3.130903 -0.433398 4.422003 -0.380 -0.132 -0.252
C -3.251861 -0.135037 2.928993 0.263 0.203 0.147
C -1.957589 0.385654 2.302086 -0.138 -0.343 -0.074
C -0.855414 -0.669850 2.232772 0.129 0.340 0.059
C 0.419343 -0.167934 1.551256 -0.205 -0.255 -0.153
C 0.265360 0.002717 0.041263 0.218 0.207 0.119
C 1.534966 0.520847 -0.638218 0.000 -0.148 0.019
C 2.696562 -0.475225 -0.680565 -0.126 0.023 0.011
C 2.474590 -1.693958 -1.585659 0.284 0.093 -0.006
C 2.988851 -1.535046 -3.018118 -0.231 -0.020 0.036
C 2.182487 -0.550291 -3.866870 0.384 -0.463 0.197
C 2.632349 0.868382 -3.714893 -0.501 0.317 -0.418
O 3.654419 1.266351 -3.240564 -0.006 0.004 0.010
C 1.632931 1.879387 -4.366880 -0.024 0.510 -0.069
F 1.566945 1.675950 -5.694879 0.166 -0.171 -0.061
F 0.383544 1.725636 -3.896901 0.002 -0.157 0.197
F 1.979938 3.147269 -4.170799 0.146 -0.091 0.095
H 1.113706 -0.628149 -3.654172 0.002 0.074 -0.074
H 2.308942 -0.780796 -4.931706 -0.086 0.068 0.006
H 4.030160 -1.209321 -2.997186 0.041 -0.074 -0.040
H 2.952606 -2.512273 -3.503099 0.055 0.027 -0.038
H 3.000500 -2.546857 -1.151712 -0.080 -0.055 0.006
H 1.414523 -1.951590 -1.612867 -0.071 -0.120 0.017
H 3.593269 0.051571 -1.011259 0.068 -0.040 0.078
H 2.886881 -0.820387 0.336418 0.070 0.016 0.035
H 1.281086 0.832658 -1.653006 -0.038 0.088 0.020
H 1.871457 1.413842 -0.106313 -0.027 0.105 -0.063
H -0.535472 0.716228 -0.159631 -0.086 -0.053 -0.046
H -0.032641 -0.952546 -0.395933 -0.104 -0.043 -0.045
H 0.713147 0.786091 1.994901 0.095 0.048 0.051
H 1.218237 -0.885134 1.749453 0.089 0.055 0.045
H -1.228111 -1.546744 1.697473 -0.028 -0.110 0.020
H -0.600231 -0.984481 3.246274 -0.039 -0.105 0.018
H -2.184168 0.735187 1.293140 0.037 0.101 -0.017
H -1.598634 1.243102 2.876277 0.029 0.105 -0.016
H -4.033955 0.615147 2.785508 -0.085 -0.049 -0.016
H -3.566714 -1.040464 2.404028 -0.084 -0.027 -0.054
H -2.391974 -1.219696 4.575396 0.119 0.002 0.078
H -2.782077 0.462750 4.941159 0.097 0.036 0.066
H -4.788807 -1.799588 4.539675 -0.081 -0.026 -0.085
H -5.220655 -0.112579 4.781982 -0.045 -0.039 -0.076
H -4.147102 -0.101688 6.992291 -0.079 0.056 0.031
H -5.442185 -1.292097 6.876527 -0.030 0.045 0.089
H -3.512571 -2.140879 8.126355 0.097 0.026 -0.003
H -2.454631 -1.891936 6.743870 0.072 0.022 0.075
H -3.191054 -4.275688 6.994933 0.015 -0.125 -0.015
H -3.695949 -3.600356 5.449973 -0.021 -0.081 -0.140
```
Positions in Å, forces in eV/Å.

Total energy, eV: -28332.806
HOMO energy, eV: -10.589
Gap between HOMO and LUMO, eV: 11.238
Charge: 0
SMILES: CCCCCCCCCCCCCCCC(=O)C(F)(F)F

=====

Here is a molecular structure, C36H80B5F20N4V in a non-equilibrium geometry from OMol25. Energies are from the ωB97M-V functional and the def2-TZVPD basis.

XYZ file:
```
146
Properties=species:S:1:pos:R:3:forces:R:3
V 32.041602 14.672051 18.911451 -0.549 -1.056 -0.331
C 29.254656 17.527096 26.145048 0.920 0.290 0.019
C 28.967144 17.927733 24.713800 -1.408 -0.803 -0.801
C 27.593336 17.322573 24.406478 -0.443 -0.108 -0.561
N 27.029293 17.486417 22.971076 -0.979 1.459 -2.057
C 27.828238 16.699969 21.878384 -0.485 0.113 0.095
C 27.366372 17.022681 20.383608 1.022 2.050 1.400
C 27.439219 18.585101 20.130783 0.195 -0.592 0.999
C 26.617539 19.374124 21.148499 -0.885 -1.428 0.263
C 27.060921 19.066648 22.593810 1.194 -1.219 -1.080
C 25.538079 17.009401 22.829414 2.077 0.081 1.411
H 28.484293 17.932269 26.801152 0.369 0.215 0.238
H 30.257483 17.918818 26.315302 -0.210 0.260 0.774
H 29.345647 16.464162 26.368660 -0.241 -0.185 -0.509
H 29.708203 17.558153 24.005031 0.215 0.189 0.137
H 28.827729 19.006965 24.651027 0.580 0.023 -0.003
H 26.909460 17.800688 25.107773 -0.472 0.081 -0.362
H 27.577880 16.264719 24.668804 0.004 -0.188 -0.444
H 28.889169 16.828030 22.093144 0.057 0.654 -0.455
H 27.720682 15.644555 22.128687 -0.493 -0.083 -0.143
H 28.069645 16.550449 19.697674 -0.227 -0.324 0.146
H 26.330713 16.730452 20.210091 0.215 -0.448 -0.038
H 28.443666 18.976752 20.291373 0.437 -0.463 -0.360
H 27.154978 18.888656 19.123227 -0.057 -0.315 -0.057
H 26.730857 20.423172 20.875106 -0.228 0.115 0.648
H 25.574904 19.063091 21.083144 -0.337 0.500 -0.321
H 28.129428 19.269026 22.520108 0.061 0.180 0.928
H 26.539738 19.644077 23.357398 0.114 -0.311 0.058
H 25.019459 17.611449 23.575517 -0.464 -0.205 -0.361
H 25.583615 15.959468 23.118672 -0.314 0.057 0.113
H 25.166437 17.070981 21.806576 0.209 0.404 0.395
C 24.304447 17.396499 18.348129 -0.701 0.732 -0.052
C 24.785878 16.131609 17.695430 0.829 -1.332 0.312
C 24.852130 16.400622 16.199676 0.335 -1.445 -0.244
N 25.010544 15.154063 15.222632 0.066 -0.417 -1.636
C 25.826925 13.962826 15.782164 1.138 -0.169 0.419
C 27.367191 14.148752 15.718351 -1.775 2.774 -1.635
C 27.751749 14.473124 14.289227 -0.095 -2.466 1.847
C 27.124826 15.855451 13.748568 0.641 1.529 1.031
C 25.572499 15.712723 13.859329 0.536 -2.691 0.754
C 23.547570 14.556043 14.998294 0.935 1.246 -0.288
H 24.222638 17.362097 19.434503 0.018 -0.267 -0.130
H 23.335011 17.688121 17.944074 -0.214 -0.051 0.194
H 24.955098 18.235400 18.101156 0.256 -0.053 0.060
H 24.243846 15.212489 17.917969 -1.209 0.331 -0.115
H 25.696840 15.794854 18.190244 0.898 0.511 -0.590
H 25.699980 17.035862 15.943334 -0.381 0.326 0.028
H 23.860566 16.748008 15.909466 0.410 0.645 -0.224
H 25.432350 13.865884 16.793605 0.310 -0.296 -0.067
H 25.691988 13.037991 15.221300 -1.013 0.286 -0.260
H 27.706368 14.968360 16.351840 0.232 0.579 0.344
H 27.948424 13.400773 16.257614 0.242 -0.951 0.075
H 28.829621 14.635079 14.281931 0.672 1.031 -0.314
H 27.533841 13.690287 13.562736 -0.493 0.076 -0.035
H 27.417115 16.733716 14.324166 0.466 -0.010 -0.119
H 27.541290 15.899743 12.742239 -0.293 0.235 -0.094
H 25.170286 16.689070 13.589029 -0.155 0.147 0.314
H 25.501107 14.973839 13.061173 -1.347 -0.176 0.182
H 23.042845 15.407014 14.540902 -0.516 -0.178 0.473
H 23.192251 14.244336 15.980478 -0.105 0.337 -0.149
H 23.454799 13.736794 14.285324 0.826 -0.079 0.096
C 25.068568 8.164994 18.026624 0.042 0.162 0.140
C 26.198122 9.169553 17.686800 0.029 -0.587 -0.429
C 27.436585 8.485653 17.038818 0.441 0.802 1.787
N 28.778241 9.326662 17.162879 0.430 1.644 -2.479
C 29.411867 9.409052 18.629312 -1.134 -1.072 -0.694
C 30.111046 8.077946 19.013709 -3.606 1.793 1.483
C 31.071793 7.671797 18.051753 2.908 -0.297 -0.832
C 30.500148 7.488716 16.686024 0.205 0.520 -1.163
C 29.804396 8.784987 16.106046 -0.049 -1.842 1.891
C 28.540118 10.814571 16.722074 -0.125 -0.977 0.870
H 25.245598 7.429671 18.811533 0.417 0.181 0.052
H 24.765403 7.600019 17.145144 0.151 0.037 -0.141
H 24.189071 8.736961 18.322318 -0.005 -0.018 0.078
H 26.511962 9.808059 18.512579 -0.201 -0.269 0.319
H 25.684031 9.819399 16.978621 0.476 0.339 -0.290
H 27.188758 8.221433 16.010787 0.683 0.192 -0.075
H 27.678891 7.589838 17.610575 -0.152 -0.135 -0.228
H 28.493778 9.653602 19.163550 0.314 -0.261 0.612
H 30.099112 10.236399 18.806177 -0.083 0.237 -1.061
H 29.322709 7.325296 19.026192 -0.097 -0.278 0.570
H 30.497362 8.240087 20.019972 0.047 -0.208 0.013
H 31.541154 6.768244 18.440864 0.041 -0.302 -0.448
H 31.900385 8.377867 17.996977 0.135 0.291 0.003
H 29.894946 6.582577 16.658712 -0.455 0.218 -0.206
H 31.357752 7.295112 16.041718 -0.188 -0.078 -0.361
H 29.252568 8.506512 15.208256 -0.010 0.386 0.045
H 30.549489 9.557610 15.916311 -0.132 0.039 0.112
H 28.135329 10.999419 15.727046 0.010 -1.089 -0.326
H 29.516010 11.299133 16.752528 -0.168 0.154 0.411
H 27.799124 11.203076 17.420705 0.495 0.298 0.186
C 31.639106 14.080207 25.937811 0.596 -0.543 0.768
C 30.374243 13.240452 25.709333 -0.965 0.758 -0.100
C 30.539146 11.876345 25.043497 -0.731 -0.248 -0.171
N 29.268033 10.906217 25.094505 -0.959 -0.170 1.438
C 28.084978 11.381369 24.124525 1.856 -0.438 0.622
C 28.594346 11.350425 22.657819 -0.782 -0.631 0.427
C 29.217675 10.021141 22.200189 0.684 -0.169 1.148
C 30.169374 9.452364 23.300461 -0.456 -0.496 -1.462
C 29.636548 9.467944 24.705966 0.669 0.934 -0.029
C 28.738749 10.813519 26.605564 0.939 0.860 -2.348
H 32.189936 14.500160 25.096201 -0.431 -0.498 -0.275
H 32.324604 13.468011 26.523810 0.336 0.033 -0.061
H 31.417392 14.921052 26.595021 -0.320 -0.009 -0.018
H 29.706130 13.880662 25.133257 -0.259 -0.170 -0.434
H 29.860105 13.148778 26.666073 0.279 -0.142 0.204
H 31.335098 11.315783 25.533745 -0.002 -0.127 -0.198
H 30.746648 12.049329 23.987501 0.291 -0.356 0.172
H 27.840240 12.398363 24.431008 0.139 0.004 -0.007
H 27.235191 10.754656 24.395063 0.128 -0.255 -0.298
H 29.266455 12.201128 22.545220 -0.015 -0.243 -0.275
H 27.744350 11.485504 21.988967 -0.114 0.602 0.192
H 29.789165 10.191716 21.287831 0.182 0.198 0.117
H 28.496548 9.253444 21.919611 -0.490 0.150 0.289
H 31.115838 9.974979 23.161993 0.133 -0.147 0.530
H 30.329669 8.391049 23.110675 0.350 -0.014 -0.296
H 30.389758 9.035965 25.364874 0.399 0.776 0.302
H 28.831645 8.762984 24.914002 -0.744 0.573 -0.499
H 28.336727 11.811199 26.781926 -0.212 -0.418 0.416
H 29.634609 10.632046 27.199360 -0.239 -0.032 0.102
H 28.012190 10.004154 26.677310 0.070 0.230 -0.062
B 32.763059 12.116675 19.507161 2.601 -4.888 1.243
F 33.477743 11.189408 18.694712 -1.020 0.874 0.992
F 33.475174 13.253428 19.698089 2.751 2.741 0.779
F 31.747424 12.644479 18.792387 -3.935 0.622 -1.480
F 32.386663 11.550526 20.744266 -0.228 0.394 -1.257
B 31.344765 17.207476 18.314187 -0.321 3.649 -1.857
F 30.087971 16.922532 17.845306 -1.641 0.687 0.098
F 31.792917 18.511886 18.374309 -0.996 -0.336 -0.073
F 31.523230 16.618800 19.514306 0.434 -1.907 3.621
F 32.156163 16.487515 17.501416 2.428 -2.463 -1.527
B 28.921476 13.622645 19.531418 -0.153 -1.273 1.665
F 29.112441 12.317696 19.112417 -0.159 -0.220 -0.028
F 28.733164 13.675480 20.916051 0.072 0.211 -0.388
F 30.013852 14.403451 19.163146 2.406 1.421 -0.227
F 27.902259 14.219208 18.880561 -2.310 0.549 -1.249
B 32.046510 13.779959 16.256565 -0.433 -2.134 -3.699
F 32.989490 13.859747 17.208729 2.787 0.552 3.590
F 32.411765 14.619753 15.282888 0.160 0.523 -1.821
F 31.853783 12.419751 15.827874 -0.092 1.163 0.407
F 30.918609 14.253491 16.839496 -2.845 0.620 1.330
B 32.103649 14.837704 22.242894 2.107 0.507 2.890
F 33.172930 15.674845 22.339293 0.203 1.708 -0.519
F 30.951034 15.319576 22.813668 -0.981 0.318 -0.321
F 31.921041 14.592146 20.858712 -1.135 -0.488 -2.109
F 32.543517 13.724283 22.896300 -0.845 -1.864 -0.010
```
Positions in Å, forces in eV/Å.

Total energy, eV: -128008.427
Expectation value of S²: 3.76
HOMO energy (spin up / spin down), eV: -16.620 / -16.621
Multiplicity: 4
Gap between HOMO and LUMO (spin up / spin down), eV: 8.507 / 1.647
Charge: +3

=====

Which value of charge does entry 1 give? 0

=====

Which of these has the highest total energy? C6H9N

=====

The highest total energy belongs to which entry? C6H9N